100
Properties=species:S:1:pos:R:3 method="wB97M-V/def2-TZVPD" multiplicity=2 orbital_gap_ev="5.15 / 5.32" s_squared=0.755 charge=+3 relative_energy_ev=1.274 max_force_ev_per_a=2.953 homo_ha="-0.4994 / -0.4994"
Ti -0.926 -0.890 0.994
C 5.300 3.366 -3.220
S 3.971 4.468 -2.679
C 2.511 3.425 -3.031
C 2.122 2.588 -1.817
C 0.903 1.725 -2.151
N 0.410 0.918 -1.033
P 1.053 -0.607 -0.537
C 1.665 -1.362 -2.073
C 2.734 -0.804 -2.779
C 3.129 -1.353 -3.985
C 2.477 -2.472 -4.482
C 1.439 -3.051 -3.769
C 1.029 -2.498 -2.568
C 2.593 -0.156 0.339
C 2.570 0.942 1.195
C 3.723 1.328 1.854
C 4.897 0.610 1.677
C 4.908 -0.518 0.870
C 3.756 -0.911 0.209
P -0.924 1.413 -0.062
C -0.647 3.188 0.267
C -0.152 3.568 1.513
C 0.169 4.891 1.760
C -0.003 5.843 0.766
C -0.535 5.476 -0.460
C -0.869 4.157 -0.713
C -2.344 1.409 -1.201
C -2.361 0.613 -2.346
C -3.494 0.578 -3.142
C -4.612 1.323 -2.796
C -4.600 2.107 -1.652
C -3.475 2.146 -0.849
H 6.234 3.845 -2.944
H 5.258 3.245 -4.298
H 5.211 2.409 -2.717
H 2.741 2.796 -3.890
H 1.708 4.112 -3.296
H 1.897 3.248 -0.978
H 2.964 1.957 -1.519
H 1.151 1.059 -2.984
H 0.083 2.372 -2.477
H 3.264 0.043 -2.371
H 3.948 -0.915 -4.536
H 2.783 -2.895 -5.426
H 0.952 -3.936 -4.147
H 0.228 -2.957 -1.997
H 1.649 1.504 1.318
H 3.712 2.199 2.492
H 5.806 0.936 2.158
H 5.815 -1.088 0.742
H 3.759 -1.793 -0.418
H -0.035 2.820 2.291
H 0.549 5.184 2.726
H 0.261 6.872 0.953
H -0.699 6.222 -1.220
H -1.308 3.891 -1.663
H -1.472 0.055 -2.632
H -3.502 -0.019 -4.041
H -5.489 1.299 -3.424
H -5.463 2.700 -1.394
H -3.453 2.762 0.041
N -6.166 -2.697 2.370
C -6.226 -1.490 1.795
N -7.393 -1.009 1.391
N -5.160 -0.743 1.581
C -3.923 -0.808 1.707
N -2.754 -0.678 1.769
H -6.998 -3.242 2.536
H -5.300 -3.065 2.723
H -8.262 -1.487 1.573
H -7.435 -0.101 0.956
N -1.054 -3.292 2.294
C -1.595 -3.595 1.038
C -2.050 -4.859 0.689
C -2.616 -5.050 -0.563
C -2.718 -3.956 -1.418
C -2.210 -2.738 -1.021
N -1.623 -2.546 0.182
H -0.951 -4.113 2.881
H -1.578 -2.558 2.777
H -1.976 -5.676 1.390
H -2.993 -6.017 -0.855
H -3.174 -4.061 -2.389
H -2.262 -1.872 -1.676
C 1.974 -2.751 2.591
N 1.584 -1.906 3.702
C 2.192 -2.245 4.974
C 0.728 -0.906 3.558
C 0.432 0.001 4.711
O 0.152 -0.690 2.443
H 1.856 -3.801 2.861
H 3.026 -2.566 2.357
H 1.364 -2.533 1.706
H 3.068 -2.864 4.796
H 1.495 -2.812 5.594
H 2.499 -1.361 5.528
H 0.017 -0.553 5.553
H -0.286 0.759 4.390
H 1.341 0.494 5.058

=====

13
Properties=species:S:1:pos:R:3 method="wB97M-V/def2-TZVPD" smiles="CC1=C([N+](=O)[O-])C=C1" orbital_gap_ev=7.77 charge=0 relative_energy_ev=6.920 max_force_ev_per_a=3.778 homo_ha=-0.3213
C 0.950 -0.396 0.877
C 0.977 0.685 1.902
C -0.042 0.132 0.150
C -0.010 1.408 1.342
C -0.826 -0.061 -1.058
N -0.625 2.632 1.520
O -0.332 3.271 2.520
O -1.410 2.996 0.657
H 1.553 -1.279 0.770
H 1.583 0.827 2.779
H -1.855 0.257 -0.896
H -0.790 -1.100 -1.374
H -0.423 0.562 -1.859

=====

78
Properties=species:S:1:pos:R:3 method="wB97M-V/def2-TZVPD" multiplicity=4 orbital_gap_ev="7.13 / 7.70" s_squared=3.788 charge=+2 relative_energy_ev=1.115 max_force_ev_per_a=0.510 homo_ha="-0.5117 / -0.5204"
Re 0.488 -0.504 -0.446
C 3.049 -1.621 -5.895
C 2.361 -2.334 -4.926
C 2.144 -1.775 -3.675
C 2.622 -0.499 -3.399
C 3.316 0.219 -4.377
C 3.526 -0.344 -5.623
P 2.386 0.282 -1.804
C 3.972 0.499 -1.001
C 4.027 1.315 0.131
C 5.226 1.484 0.801
C 6.369 0.836 0.346
C 6.315 0.021 -0.775
C 5.116 -0.154 -1.452
C 1.427 1.774 -1.967
C 1.561 3.064 -2.464
C 0.413 3.832 -2.534
C -0.824 3.318 -2.128
C -0.947 2.036 -1.618
C 0.213 1.255 -1.514
H 3.216 -2.060 -6.870
H 1.991 -3.328 -5.138
H 1.598 -2.344 -2.932
H 3.696 1.212 -4.168
H 4.062 0.210 -6.381
H 3.139 1.833 0.481
H 5.274 2.125 1.671
H 7.306 0.972 0.867
H 7.206 -0.479 -1.127
H 5.078 -0.791 -2.326
H 2.515 3.454 -2.794
H 0.460 4.841 -2.923
H -1.701 3.945 -2.217
H -1.912 1.667 -1.297
C -4.873 0.862 0.730
N -3.875 0.215 -0.128
C -4.237 0.148 -1.552
P -2.746 -0.790 0.429
O -1.491 -0.726 -0.436
O -2.343 -0.227 1.879
P -0.928 0.157 2.595
O 0.171 0.101 1.559
N -0.791 -0.968 3.744
C 0.491 -1.055 4.459
C -1.903 -1.630 4.427
N -1.010 1.656 3.183
C -1.723 1.928 4.436
C -0.864 2.822 2.305
N -3.247 -2.319 0.534
C -2.332 -3.353 1.032
C -4.668 -2.657 0.685
H -5.846 0.379 0.621
H -4.967 1.908 0.438
H -4.572 0.817 1.773
H -5.094 -0.509 -1.713
H -3.394 -0.211 -2.140
H -4.494 1.152 -1.887
H 1.289 -0.622 3.860
H 0.722 -2.106 4.631
H 0.438 -0.538 5.419
H -2.835 -1.484 3.889
H -2.017 -1.242 5.441
H -1.697 -2.700 4.489
H -1.650 1.076 5.110
H -2.775 2.159 4.256
H -1.254 2.782 4.922
H -0.250 2.572 1.442
H -0.371 3.616 2.865
H -1.838 3.182 1.968
H -1.297 -3.039 0.917
H -2.466 -4.262 0.448
H -2.531 -3.562 2.085
H -5.290 -1.953 0.138
H -4.967 -2.673 1.734
H -4.825 -3.647 0.260
S 2.164 -2.055 0.156
C 1.121 -3.213 -0.521
N 0.378 -3.954 -1.004

=====

87
Properties=species:S:1:pos:R:3 method="wB97M-V/def2-TZVPD" orbital_gap_ev=6.75 charge=+1 relative_energy_ev=1.158 max_force_ev_per_a=2.765 homo_ha=-0.4183
Ta 0.189 0.231 0.408
C 3.869 -0.024 2.471
C 3.176 -1.329 2.890
C 3.190 -2.360 1.760
C 1.806 -1.025 3.417
C 1.478 -0.987 4.775
C 0.161 -0.592 4.822
N -0.274 -0.407 3.569
N 0.729 -0.670 2.698
B -1.697 0.006 3.173
N -2.308 -1.021 2.215
C -3.178 -1.966 2.601
C -3.749 -2.510 1.477
C -3.170 -1.826 0.399
N -2.277 -0.932 0.864
C -3.631 -2.070 -1.013
C -2.699 -2.987 -1.820
C -3.935 -0.783 -1.771
N -1.726 1.388 2.502
C -2.454 2.406 2.962
C -2.313 3.478 2.112
C -1.462 3.041 1.100
N -1.113 1.756 1.344
C -1.012 3.921 -0.026
C -0.034 4.954 0.542
C -2.205 4.634 -0.675
H 4.835 -0.249 2.025
H 4.029 0.613 3.340
H 3.269 0.522 1.744
H 3.739 -1.744 3.733
H 2.758 -1.953 0.851
H 2.643 -3.255 2.050
H 4.219 -2.639 1.546
H 2.122 -1.219 5.596
H -0.472 -0.423 5.668
H -2.363 0.052 4.149
H -3.340 -2.183 3.638
H -4.499 -3.273 1.430
H -4.580 -2.607 -0.901
H -1.827 -2.457 -2.198
H -3.229 -3.367 -2.691
H -2.393 -3.844 -1.220
H -3.032 -0.230 -2.000
H -4.602 -0.151 -1.192
H -4.433 -1.024 -2.705
H -3.036 2.312 3.854
H -2.748 4.449 2.207
H -0.488 3.341 -0.787
H -0.524 5.580 1.281
H 0.336 5.591 -0.254
H 0.817 4.461 1.002
H -2.642 5.356 0.009
H -2.980 3.932 -0.975
H -1.874 5.174 -1.559
O 5.230 2.337 -2.621
C 4.321 1.967 -1.939
C 3.338 2.874 -1.172
O 3.373 4.072 -1.092
C 2.370 1.929 -0.575
C 2.748 0.609 -0.799
O 1.926 -0.270 -0.301
C 3.914 0.504 -1.674
O 4.420 -0.486 -2.139
O 1.263 2.104 0.055
N 0.019 -2.155 -0.222
C 0.913 -2.510 -1.297
C 1.700 -3.643 -1.138
C 2.585 -4.043 -2.122
C 2.723 -3.265 -3.256
C 1.963 -2.119 -3.405
C 1.005 -1.728 -2.463
C 0.150 -0.547 -2.730
C -0.082 -0.200 -4.068
C -0.815 0.919 -4.411
C -1.450 1.652 -3.423
C -1.295 1.270 -2.101
C -0.453 0.226 -1.719
H -0.944 -2.250 -0.552
H 0.142 -2.828 0.536
H 1.622 -4.218 -0.224
H 3.171 -4.938 -1.989
H 3.433 -3.542 -4.017
H 2.154 -1.501 -4.268
H 0.316 -0.814 -4.859
H -0.911 1.211 -5.447
H -2.058 2.508 -3.674
H -1.858 1.786 -1.335

=====

13
Properties=species:S:1:pos:R:3 method="wB97M-V/def2-TZVPD" orbital_gap_ev=11.60 charge=+1 relative_energy_ev=1.171 max_force_ev_per_a=2.217 homo_ha=-0.5525
N -0.281 -2.028 0.783
H -0.444 1.568 1.319
H -0.749 -2.319 -0.064
H 0.708 -2.218 0.687
H -0.612 -2.646 1.516
C 0.990 0.834 -1.263
C -0.168 1.100 -0.688
N -0.323 0.733 0.732
H 1.891 0.559 -0.769
H 1.117 1.074 -2.306
H -1.045 1.191 -1.312
H 0.425 0.128 1.059
H -1.213 0.279 0.914

=====

12
Properties=species:S:1:pos:R:3 method="wB97M-V/def2-TZVPD" smiles=CCOON orbital_gap_ev=10.35 charge=0 relative_energy_ev=5.562 max_force_ev_per_a=2.091 homo_ha=-0.3378
C 0.622 -0.980 -0.422
C -0.923 -0.907 -0.669
N -0.059 2.000 0.989
O 0.795 1.251 0.130
O 1.015 -0.142 0.638
H 0.525 2.798 1.235
H -0.106 1.391 1.806
H 0.869 -2.014 -0.158
H 1.145 -0.712 -1.347
H -1.188 -1.669 -1.406
H -1.225 0.068 -1.059
H -1.470 -1.084 0.261

=====

10
Properties=species:S:1:pos:R:3 method="wB97M-V/def2-TZVPD" smiles=Oc1ccn[nH]1 orbital_gap_ev=9.81 charge=0 relative_energy_ev=1.202 max_force_ev_per_a=0.365 homo_ha=-0.3371
O -2.027 0.273 0.218
C -0.693 0.092 0.042
C 0.402 0.905 0.197
C 1.490 0.067 -0.149
N 1.101 -1.139 -0.524
N -0.238 -1.116 -0.375
H -2.190 0.444 1.155
H 0.407 1.953 0.454
H 2.546 0.306 -0.142
H -0.799 -1.784 -0.877

=====

Number 1: M 786.75 g mol⁻¹, DFT total energy -3957.90068 hartree. Number 2: M 111.10 g mol⁻¹, DFT total energy -398.52417 hartree. Number 3: M 791.83 g mol⁻¹, DFT total energy -3051.31512 hartree. Number 4: M 828.49 g mol⁻¹, DFT total energy -2197.81949 hartree. Number 5: M 61.11 g mol⁻¹, DFT total energy -190.83126 hartree. Number 6: M 77.08 g mol⁻¹, DFT total energy -285.46742 hartree. Number 7: M 84.08 g mol⁻¹, DFT total energy -301.44306 hartree.